# 1
{
  "formula": "C6H10O",
  "method": "wB97M-V/def2-TZVPD",
  "spin_multiplicity": 1,
  "de_lowest_kcal_mol": 118.0,
  "orbital_gap_ha": 0.376,
  "e_tot_ha": -309.65425,
  "elements": ["C", "C", "C", "C", "C", "C", "O", "H", "H", "H", "H", "H", "H", "H", "H", "H", "H"],
  "xyz": [[1.855, -0.829, 0.070], [0.858, 0.226, 0.522], [0.857, 1.523, -0.350], [-0.599, 1.525, -0.303], [-1.688, 1.015, 0.058], [-0.666, -0.234, 0.454], [-0.860, -1.294, -0.433], [1.655, -1.159, -0.954], [2.873, -0.426, 0.114], [1.811, -1.716, 0.710], [1.055, 0.515, 1.561], [1.262, 1.380, -1.356], [1.331, 2.380, 0.130], [-3.921, -1.058, -0.248], [-3.743, -0.345, -0.112], [-1.010, -0.577, 1.434], [-1.069, -0.927, -1.297]]
}


# 2
{
  "formula": "C29H29N2O3PRuS2",
  "method": "wB97M-V/def2-TZVPD",
  "spin_multiplicity": 1,
  "charge": 2,
  "de_lowest_kcal_mol": 18.9,
  "orbital_gap_ha": 0.242,
  "e_tot_ha": -2689.83235,
  "elements": ["Ru", "O", "S", "O", "O", "C", "C", "C", "C", "C", "C", "P", "C", "C", "C", "C", "C", "C", "C", "C", "C", "C", "C", "C", "H", "H", "H", "H", "H", "H", "H", "H", "H", "H", "H", "H", "H", "H", "S", "C", "N", "C", "C", "C", "N", "H", "H", "H", "H", "H", "H", "H", "H", "C", "C", "C", "C", "C", "C", "C", "H", "H", "H", "H", "H", "H", "H"],
  "xyz": [[1.348, -0.471, -0.074], [1.689, 1.814, -0.389], [1.017, 1.759, -1.725], [1.529, 2.557, -2.776], [0.959, 0.289, -2.026], [-0.673, 2.139, -1.417], [-1.408, 2.820, -2.371], [-2.745, 3.096, -2.111], [-3.325, 2.671, -0.924], [-2.584, 1.966, 0.018], [-1.240, 1.703, -0.215], [-0.235, 0.869, 1.050], [-1.378, -0.212, 1.941], [-2.100, 0.239, 3.048], [-3.022, -0.596, 3.662], [-3.229, -1.882, 3.183], [-2.507, -2.344, 2.090], [-1.582, -1.515, 1.475], [0.280, 2.131, 2.214], [0.672, 1.770, 3.506], [1.031, 2.749, 4.416], [1.004, 4.087, 4.044], [0.619, 4.449, 2.761], [0.265, 3.475, 1.841], [-0.932, 3.136, -3.291], [-3.329, 3.653, -2.832], [-4.365, 2.895, -0.723], [-3.053, 1.632, 0.935], [-1.943, 1.241, 3.429], [-3.579, -0.239, 4.519], [-3.951, -2.528, 3.666], [-2.665, -3.349, 1.720], [-1.004, -1.881, 0.639], [0.677, 0.733, 3.813], [1.335, 2.471, 5.416], [1.285, 4.851, 4.757], [0.601, 5.491, 2.472], [-0.024, 3.762, 0.839], [1.018, -2.540, -1.245], [0.083, -1.983, -2.628], [0.627, -2.056, -3.821], [-0.052, -1.651, -5.064], [-1.556, -1.728, -4.875], [-1.954, -1.028, -3.585], [-1.166, -1.587, -2.480], [1.587, -2.357, -3.873], [0.272, -2.322, -5.856], [0.264, -0.640, -5.324], [-1.872, -2.771, -4.833], [-2.057, -1.258, -5.718], [-3.007, -1.183, -3.365], [-1.770, 0.047, -3.649], [-1.523, -1.527, -1.539], [2.210, -0.492, 1.849], [2.900, -1.538, 1.156], [3.939, -1.228, 0.226], [4.656, -2.244, -0.364], [4.346, -3.567, -0.060], [3.293, -3.900, 0.805], [2.564, -2.904, 1.397], [2.720, 0.459, 1.965], [1.623, -0.789, 2.707], [4.211, -0.193, 0.062], [5.467, -2.018, -1.041], [4.934, -4.362, -0.502], [3.059, -4.938, 1.001], [1.749, -3.131, 2.075]]
}


# 3
{
  "formula": "C22H17Cl2IrN3O2SSe",
  "method": "wB97M-V/def2-TZVPD",
  "spin_multiplicity": 2,
  "s_squared": 0.809,
  "charge": 2,
  "de_lowest_kcal_mol": 0.0,
  "orbital_gap_ha": [0.244, 0.180],
  "e_tot_ha": -4987.04026,
  "elements": ["Ir", "Cl", "C", "C", "C", "Cl", "C", "C", "C", "C", "N", "C", "C", "O", "H", "H", "H", "H", "O", "H", "H", "Se", "C", "N", "N", "S", "C", "C", "C", "C", "C", "C", "C", "C", "C", "C", "C", "C", "H", "H", "H", "H", "H", "H", "H", "H", "H", "H", "H"],
  "xyz": [[-1.758, -0.506, 0.312], [3.080, -0.042, 0.944], [1.906, -0.350, 2.139], [2.284, -0.468, 3.488], [1.356, -0.716, 4.463], [1.846, -0.806, 6.099], [-0.027, -0.887, 4.142], [-1.063, -1.154, 5.056], [-2.353, -1.270, 4.602], [-2.625, -1.130, 3.242], [-1.665, -0.906, 2.354], [-0.380, -0.777, 2.790], [0.572, -0.480, 1.795], [0.128, -0.356, 0.532], [3.326, -0.343, 3.752], [-0.842, -1.253, 6.110], [-3.167, -1.469, 5.283], [-3.634, -1.210, 2.856], [-3.640, -1.565, 0.140], [-3.571, -2.526, 0.230], [-4.288, -1.389, -0.559], [-2.785, 1.512, 0.898], [-2.915, 2.337, -0.746], [-2.997, 2.849, -1.774], [-1.725, -0.279, -1.693], [-0.572, 0.102, -2.799], [0.067, 1.729, -2.531], [0.554, 2.178, -1.307], [0.984, 3.488, -1.211], [0.938, 4.326, -2.324], [0.465, 3.861, -3.539], [0.015, 2.552, -3.648], [0.781, -0.994, -2.433], [2.081, -0.561, -2.646], [3.119, -1.469, -2.491], [2.855, -2.781, -2.130], [1.544, -3.201, -1.931], [0.496, -2.310, -2.094], [-2.615, -0.110, -2.151], [0.621, 1.513, -0.458], [1.366, 3.862, -0.270], [1.275, 5.351, -2.235], [0.435, 4.512, -4.401], [-0.378, 2.182, -4.587], [2.291, 0.463, -2.926], [4.138, -1.145, -2.659], [3.668, -3.486, -2.022], [1.337, -4.231, -1.672], [-0.528, -2.645, -1.989]]
}


Number 1: strongest force on any atom 0.0103 hartree/bohr. Number 2: strongest force on any atom 0.0295 hartree/bohr. Number 3: strongest force on any atom 0.0250 hartree/bohr.